1.
101
Properties=species:S:1:pos:R:3:mulliken_charge:R:1 method="wB97M-V/def2-TZVPD" de_lowest_kcal_mol=138.8 multiplicity=1
O -0.159 -0.575 -1.274 -0.299
H 0.591 -0.009 -1.077 0.367
H -0.051 -1.099 -2.072 0.356
H -0.940 -0.030 -1.394 0.442
C -2.649 4.712 -2.953 0.696
F -2.616 4.784 -1.645 -0.239
F -3.799 5.192 -3.381 -0.192
F -1.663 5.477 -3.426 -0.236
S -2.443 2.851 -3.603 0.954
O -3.295 2.792 -4.789 -0.559
O -1.014 2.623 -3.842 -0.668
N -2.992 1.874 -2.233 -0.379
S -4.530 1.879 -2.493 0.946
O -5.153 3.179 -2.751 -0.597
O -4.902 0.758 -3.361 -0.653
C -5.247 1.290 -0.825 0.603
F -5.210 2.266 0.110 -0.229
F -6.502 1.056 -1.115 -0.207
F -4.596 0.208 -0.447 -0.216
C 4.438 2.441 -1.819 -1.354
C 3.973 2.747 -0.372 0.408
C 3.344 4.201 -0.200 -0.908
O 3.108 4.496 1.187 -0.219
C 2.693 5.838 1.374 -0.822
N 2.978 1.730 0.050 -0.488
H 3.691 2.598 -2.596 0.281
H 4.761 1.400 -1.835 0.340
H 5.389 2.913 -2.067 0.407
H 4.787 2.733 0.352 0.303
H 2.484 4.259 -0.867 0.394
H 3.964 4.925 -0.728 0.438
H 2.167 6.231 0.505 0.367
H 3.631 6.393 1.413 0.327
H 2.098 5.938 2.281 0.200
H 2.644 2.027 0.956 0.148
H 3.530 0.949 0.376 0.234
C 2.735 -1.918 -4.832 -1.276
C 2.045 -3.166 -4.261 0.317
C 2.771 -3.931 -3.086 -0.843
O 3.045 -3.080 -1.975 -0.206
C 3.883 -3.781 -1.062 -0.807
N 0.656 -2.910 -3.904 -0.621
H 3.276 -1.320 -4.099 0.249
H 2.078 -1.254 -5.393 0.387
H 3.491 -2.243 -5.548 0.351
H 1.983 -3.867 -5.094 0.356
H 3.724 -4.270 -3.491 0.378
H 2.212 -4.834 -2.839 0.378
H 4.169 -2.998 -0.360 0.218
H 4.821 -4.085 -1.525 0.347
H 3.386 -4.587 -0.522 0.307
H 0.240 -3.808 -4.108 0.254
H 0.365 -2.444 -4.752 0.268
C 5.831 5.625 8.399 -0.678
O 5.653 5.891 7.039 -0.340
C 5.119 4.734 6.374 -0.394
C 3.635 4.500 6.621 -0.516
N 3.146 3.467 5.759 -0.288
C 1.842 2.996 6.203 -0.626
C 1.327 1.705 5.455 -0.614
O 1.194 2.011 4.060 -0.263
C -0.007 2.739 3.644 -0.697
H 6.668 4.970 8.642 0.275
H 4.959 5.159 8.859 0.290
H 6.007 6.556 8.939 0.277
H 5.737 3.841 6.468 0.347
H 5.115 5.112 5.352 0.181
H 3.047 5.401 6.448 0.216
H 3.575 4.183 7.662 0.381
H 3.005 3.872 4.845 0.207
H 1.109 3.784 6.031 0.316
H 1.793 2.904 7.288 0.489
H 0.380 1.345 5.858 0.367
H 2.021 0.866 5.512 0.266
H -0.906 2.277 4.052 0.333
H -0.031 2.692 2.556 0.198
H 0.010 3.802 3.884 0.265
C -7.924 -7.251 -4.722 -0.738
O -7.303 -6.913 -3.469 -0.332
C -6.545 -5.718 -3.609 -0.641
C -5.675 -5.314 -2.369 -0.614
N -4.732 -6.426 -2.149 -0.405
C -4.124 -6.434 -0.819 -0.644
C -3.096 -5.315 -0.586 -0.165
O -2.865 -5.075 0.761 -0.373
C -1.917 -4.033 1.141 -0.449
H -7.212 -7.513 -5.505 0.306
H -8.633 -6.475 -5.012 0.305
H -8.564 -8.127 -4.613 0.265
H -7.247 -4.891 -3.716 0.422
H -5.846 -5.737 -4.445 0.350
H -6.353 -5.124 -1.537 0.375
H -5.084 -4.414 -2.537 0.351
H -5.325 -7.243 -2.184 0.263
H -3.611 -7.388 -0.696 0.316
H -4.948 -6.324 -0.113 0.369
H -3.537 -4.436 -1.055 0.206
H -2.086 -5.543 -0.925 0.222
H -1.598 -4.065 2.182 0.269
H -2.319 -3.034 0.970 0.169
H -1.071 -4.185 0.472 0.181

2.
13
Properties=species:S:1:pos:R:3:mulliken_charge:R:1 method="wB97M-V/def2-TZVPD" de_lowest_kcal_mol=119.1 multiplicity=1
C -0.715 1.218 -0.321 0.108
C 1.592 -0.035 -0.049 0.221
H -1.476 -0.341 1.161 0.265
H -2.866 -0.967 0.558 0.291
H -0.491 2.185 -1.098 0.298
H 0.814 1.139 1.361 0.256
H 0.494 -1.685 -0.202 0.362
H 1.994 -1.680 -1.130 0.321
N -1.873 -0.708 0.267 -0.440
N -1.803 0.575 -0.442 -0.293
N 0.376 0.516 0.593 -0.394
N 1.203 -0.979 -0.749 -0.355
O 2.750 0.761 0.052 -0.641

3.
95
Properties=species:S:1:pos:R:3:mulliken_charge:R:1 method="wB97M-V/def2-TZVPD" multiplicity=1
O 4.976 -5.234 1.611 -0.464
C 4.207 -4.288 1.064 0.266
O 4.196 -2.895 1.617 -0.309
C 5.411 -2.263 1.085 -0.531
C 5.171 -1.168 -0.108 -0.336
C 3.861 -1.432 -1.054 -0.394
C 3.245 0.003 -1.554 -0.739
C 2.249 0.750 -0.494 0.658
C 2.480 2.390 -0.270 -0.781
C 1.503 3.257 0.738 -0.096
P 1.913 5.145 0.896 0.389
O 2.814 5.247 2.417 -0.539
Br 0.019 6.409 0.966 0.007
N 0.357 2.580 1.473 0.219
O -0.474 3.299 2.274 -0.136
C 0.102 1.072 1.337 0.134
C -1.166 0.404 2.190 -0.627
O -2.394 0.868 1.468 -0.232
C -2.969 -0.406 0.944 -0.169
C -2.853 -0.894 -0.619 -0.096
C -3.534 -2.298 -1.195 -0.358
C -4.331 -3.259 -0.084 -0.175
C -4.421 -2.777 1.494 0.169
C -3.772 -1.355 2.013 0.008
C 1.014 0.080 0.348 0.152
O 0.719 -1.355 0.229 -0.400
H 3.531 -4.546 0.126 0.320
H 6.193 -3.076 0.725 0.302
H 5.899 -1.667 1.996 0.278
H 6.116 -1.174 -0.838 0.280
H 5.132 -0.105 0.381 0.196
H 4.268 -1.974 -2.037 0.323
H 3.055 -2.154 -0.608 0.206
H 4.139 0.727 -1.814 0.281
H 2.636 -0.187 -2.555 0.402
H 3.358 2.901 -0.854 0.248
H 3.159 4.306 2.571 0.336
H -0.232 3.057 3.218 0.353
H -1.045 -0.769 2.171 0.494
H -1.199 0.817 3.308 0.284
H -2.261 -0.251 -1.433 0.201
H -3.481 -2.631 -2.322 0.315
H -4.817 -4.298 -0.412 0.126
H -4.980 -3.508 2.250 -0.011
H -3.822 -0.995 3.141 0.025
H 1.276 -1.791 0.966 0.325
C -6.263 -7.426 -1.909 -1.170
C -4.832 -6.967 -1.934 0.594
O -4.505 -5.834 -1.587 -0.621
N -3.880 -7.846 -2.356 -0.091
C -4.051 -9.208 -2.801 -0.860
H -6.900 -6.612 -1.549 0.191
H -6.588 -7.697 -2.917 0.432
H -6.374 -8.275 -1.230 0.352
H -2.943 -7.459 -2.342 0.243
H -3.456 -9.854 -2.150 0.258
H -3.669 -9.281 -3.822 0.321
H -5.094 -9.527 -2.778 0.313
C -5.219 -7.902 1.902 -0.102
Cl -6.818 -8.097 2.641 -0.163
Cl -4.934 -9.165 0.694 -0.075
Cl -5.064 -6.295 1.172 -0.080
H -4.464 -7.998 2.686 0.373
C 4.080 9.620 1.901 0.628
O 4.270 10.762 1.511 -0.654
N 4.893 9.009 2.782 -0.362
N 3.042 8.872 1.486 -0.275
H 4.753 8.070 3.115 0.140
H 5.687 9.537 3.120 0.214
H 2.406 9.295 0.822 0.189
H 2.870 7.931 1.796 0.135
C 2.904 6.731 -5.249 -0.581
O 3.690 7.772 -4.671 -0.319
C 3.093 8.413 -3.635 0.794
O 1.983 8.171 -3.185 -0.557
O 3.943 9.370 -3.185 -0.334
C 3.443 10.130 -2.087 -0.358
H 3.479 6.289 -6.067 0.221
H 2.697 5.949 -4.511 0.251
H 1.973 7.133 -5.660 0.286
H 3.258 9.484 -1.222 0.011
H 2.533 10.668 -2.372 0.310
H 4.204 10.864 -1.810 0.246
C -3.800 6.625 2.221 0.251
Cl -2.879 7.889 3.075 -0.081
Cl -5.517 6.725 2.687 -0.095
Cl -3.647 6.865 0.462 -0.082
Cl -3.157 5.023 2.661 -0.035
F -1.100 -2.978 -0.704 -0.781
C -1.420 -10.417 0.736 0.752
O -1.004 -10.214 -0.430 -0.787
O -0.621 -9.847 1.627 -0.498
O -2.419 -11.038 1.164 -0.758
H -0.036 -9.509 0.918 0.329
Li -3.800 -2.316 4.215 0.980

Number 1: HOMO-LUMO gap 7.9 eV, highest occupied orbital energy -8.91 eV. Number 2: HOMO-LUMO gap 10.0 eV, highest occupied orbital energy -9.40 eV. Number 3: HOMO-LUMO gap 2.2 eV, highest occupied orbital energy -5.74 eV.